Record 1
Entry from OMol25: an isolated molecule of C19H23N in a non-equilibrium geometry (ωB97M-V/def2-TZVPD).

Each atom is followed by the atoms it is bonded to, with distances in Å.
Positions of all 43 atoms, in Å:
1 C 0.1961 -5.9955 0.5413  C2 1.345, C20 1.386, H21 1.115
2 C 0.8939 -5.0308 -0.0852  C1 1.345, C3 1.405, H22 1.081
3 C 0.5330 -3.6752 -0.1719  C2 1.405, C4 1.358, H23 1.111
4 C -0.6336 -3.2980 0.4120  C3 1.358, C5 1.487, C19 1.439
5 C -0.9548 -1.8478 0.4858  C4 1.487, C6 1.482, H24 1.092, H25 1.073
6 C 0.0525 -1.0878 1.2637  C5 1.482, C7 1.519, H26 1.132, H27 1.116
7 C -0.5237 0.2655 1.6418  C6 1.519, C8 1.507, N18 1.486, H28 1.070
8 C 0.5987 1.0222 2.3032  C7 1.507, C9 1.496, H29 1.052, H30 1.092
9 C 0.1286 2.4417 2.3488  C8 1.496, C10 1.493, H31 1.115, H32 1.107
10 C 0.1392 3.1613 1.0408  C9 1.493, C11 1.584, H33 1.068, H34 1.160
11 C -0.6138 2.3462 -0.0898  C10 1.584, C12 1.581, N18 1.456, H35 1.162
12 C 0.1460 2.5764 -1.4573  C11 1.581, C13 1.325, C17 1.462
13 C 0.6212 3.7915 -1.6867  C12 1.325, C14 1.484, H36 1.104
14 C 1.1817 4.2573 -2.9792  C13 1.484, C15 1.374, H37 1.107
15 C 1.0449 3.4268 -4.0651  C14 1.374, C16 1.428, H38 1.037
16 C 0.5593 2.0981 -3.8713  C15 1.428, C17 1.392, H39 1.084
17 C 0.0528 1.7130 -2.6332  C12 1.462, C16 1.392, H40 1.060
18 N -0.7742 0.9705 0.3576  C7 1.486, C11 1.456, H41 1.046
19 C -1.4306 -4.2969 1.0737  C4 1.439, C20 1.369, H42 1.072
20 C -0.9674 -5.5818 1.1711  C1 1.386, C19 1.369, H43 1.117
21 H 0.5220 -7.0586 0.6303  C1 1.115
22 H 1.7789 -5.3814 -0.5965  C2 1.081
23 H 1.1546 -2.8666 -0.6123  C3 1.111
24 H -1.9744 -1.8178 0.8752  C5 1.092
25 H -1.0083 -1.5268 -0.5364  C5 1.073
26 H 0.9349 -0.9244 0.5729  C6 1.132
27 H 0.2771 -1.6426 2.2052  C6 1.116
28 H -1.4637 0.2143 2.1503  C7 1.070
29 H 1.5350 0.9813 1.8260  C8 1.052
30 H 0.7318 0.5402 3.2738  C8 1.092
31 H -0.9256 2.5390 2.7001  C9 1.115
32 H 0.7118 3.0735 3.0468  C9 1.107
33 H 1.0912 3.5355 0.7345  C10 1.068
34 H -0.3092 4.2047 1.2791  C10 1.160
35 H -1.6303 2.9005 -0.1940  C11 1.162
36 H 0.5888 4.6176 -0.9551  C13 1.104
37 H 1.6430 5.2630 -3.0132  C14 1.107
38 H 1.3435 3.7739 -4.9957  C15 1.037
39 H 0.5741 1.3670 -4.6711  C16 1.084
40 H -0.2267 0.6903 -2.6091  C17 1.060
41 H -1.6426 0.5954 -0.0883  N18 1.046
42 H -2.3120 -4.0684 1.6395  C19 1.072
43 H -1.6437 -6.2662 1.7381  C20 1.117

Multiplicity: 1
SMILES string: c1ccc(CC[C@H]2CCC[C@@H](c3ccccc3)N2)cc1
Molecular weight: 265.4 g/mol
Energy relative to the best compared isomer or geometry (same formula, charge and spin): 2.179 eV
HOMO: -8.3621 eV

Results of the Löwdin charge analysis, in e, for atoms 1 through 6: atom 1 (C): -0.12, atom 2 (C): -0.11, atom 3 (C): -0.04, atom 4 (C): -0.24, atom 5 (C): -0.21, atom 6 (C): -0.17

---

Record 2
Entry from OMol25: a cluster of 2 separate species, C4H13NO2 in total in a non-equilibrium geometry (ωB97M-V/def2-TZVPD).

Each atom is followed by the atoms it is bonded to, with distances in Å.
Positions of all 20 atoms, in Å:
1 C 0.1306 0.9299 1.0738  N2 1.403, H7 1.087, H8 1.124, H9 1.250
2 N -0.2217 -0.4282 1.0424  C1 1.403, C3 1.523, C4 1.434
3 C -1.3720 -0.8620 1.9415  N2 1.523, H10 1.105, H11 1.035, H12 1.148
4 C 0.8782 -1.2997 0.7472  N2 1.434, C5 1.586, H13 1.093, H14 1.174
5 C 1.2687 -1.0028 -0.7607  C4 1.586, O6 1.348, H15 1.198, H16 1.113
6 O 0.6870 -1.7783 -1.6979  C5 1.348, H17 0.928
7 H 0.3802 1.1397 0.0370  C1 1.087
8 H -0.6905 1.6739 1.2603  C1 1.124
9 H 1.0132 1.2988 1.8784  C1 1.250
10 H -1.3557 -0.3391 2.9148  C3 1.105
11 H -1.2730 -1.8888 2.0264  C3 1.035
12 H -2.3255 -0.6303 1.3458  C3 1.148
13 H 0.4929 -2.2933 0.9918  C4 1.093
14 H 1.8803 -1.5122 1.3208  C4 1.174
15 H 2.4227 -1.3059 -0.8642  C5 1.198
16 H 1.0257 0.0669 -0.9479  C5 1.113
17 H -0.2070 -1.9535 -1.5214  O6 0.928
18 O -0.6637 3.4483 -3.8596  H19 0.988, H20 0.957
19 H -0.8446 2.5904 -3.4042  O18 0.988
20 H -1.2258 4.1461 -3.5241  O18 0.957

Multiplicity: 1
SMILES string: CN(C)CCO.O
Molecular weight: 107.2 g/mol
Energy relative to the best compared isomer or geometry (same formula, charge and spin): 3.203 eV
HOMO: -8.3016 eV

Results of the Löwdin charge analysis, in e, for atoms 1 through 6: atom 1 (C): -0.16, atom 2 (N): -0.30, atom 3 (C): -0.04, atom 4 (C): -0.21, atom 5 (C): -0.29, atom 6 (O): -0.04

---

| no. | lowest unoccupied orbital energy (eV) |
| --- | --- |
| 1 | 0.8 |
| 2 | 0.6 |